No. 1
The following is a DFT calculation (wB97M-V/def2-TZVPD) of a 2-piece molecular cluster, C3H9NO overall.

Positions of all 14 atoms, in Å:
C 1.40531 -0.72021 2.20826
C 0.11010 -0.50881 2.41696
H 1.89393 -0.41297 1.31190
H 2.11842 -1.38202 2.88912
H -0.56335 0.28526 1.89093
H -0.50411 -1.29697 2.88577
N -0.09714 -0.05445 -2.40107
C -1.11258 0.62813 -1.66964
O -0.46974 1.19148 -0.57416
H 0.02884 0.16646 -3.31948
H 0.78948 0.05435 -2.01171
H -2.02365 0.01888 -1.45856
H -1.43310 1.51762 -2.17233
H -0.14242 0.51324 0.00401

Forces on atoms 1 to 2 (eV/Å):
4.1 -1.4 0.7
-4.5 0.9 -0.5

Computed properties:
HOMO-LUMO gap (alpha / beta) = 0.1011 / 0.2796 Eh
charge = -1
LUMO (alpha / beta) = 4.1 / 3.9 eV
HOMO energy (alpha / beta) = 1.3 / -3.7 eV
<S²> = 0.75
2S+1 = 2


No. 2
The following is a DFT calculation (wB97M-V/def2-TZVPD) of a 2-piece molecular cluster, C5H12N2 overall.

Positions of all 19 atoms, in Å:
C 2.11921 -1.20840 -0.84850
C 1.46507 -1.09459 0.33643
C 0.17377 1.28281 -0.92821
C -1.00124 1.02925 1.47450
C -0.59548 0.63612 0.12862
N -2.28136 -0.91566 0.39411
N -1.32434 -0.33109 -0.33986
H 1.71559 -1.83150 -1.67431
H 3.03397 -0.68247 -0.91045
H 0.68682 -1.74496 0.50006
H 0.91038 2.08506 -0.60202
H -0.43504 1.90991 -1.73244
H 0.67628 0.52751 -1.40012
H -0.41796 1.85251 2.03317
H -2.05670 1.24897 1.46465
H -0.82978 0.22182 2.18010
H -2.61619 -1.79188 0.04316
H 1.92777 -0.52147 1.14940
H -1.15078 -0.67195 -1.26828

Forces on atoms 1 to 2 (eV/Å):
-1.6 -0.5 1.6
3.3 0.0 -1.7

Computed properties:
HOMO-LUMO gap = 0.3012 Eh
LUMO = 0.9 eV
HOMO energy = -7.3 eV


Which ΔE to the lowest compared entry with this formula, charge and spin belongs to each record? In order, 223.67, 436.70 kJ/mol.